1.
ORCA calculation (ωB97M-V/def2-TZVPD) on a structure of composition C17H25Br33NSSi.

M   2940.38 g/mol
Total charge   +1
Electronic energy   -86347.34763 Ha

Last column: Mulliken charge in e.
Element x y z (Å)
Br -11.483 -2.264 -4.774  0.007
Br -1.168 1.631 3.467  0.027
Br 8.440 5.745 0.134  -0.003
Br -4.914 -9.349 -3.686  -0.038
Br 4.127 3.699 5.098  -0.049
Br -1.887 3.448 8.602  0.011
Br -3.589 6.022 7.815  -0.026
Br 5.591 6.932 -0.619  -0.015
Br 4.244 8.586 7.821  -0.001
Br 5.227 5.646 8.529  -0.007
Br -7.152 -11.586 -3.910  -0.014
Br -7.130 -5.118 -3.447  0.044
Br 1.616 4.581 6.840  0.115
Br -7.875 -8.767 -2.632  -0.014
Br -4.071 -4.446 -2.941  -0.020
Br 0.536 -0.894 4.397  -0.010
Br 7.049 4.937 -2.603  -0.015
Br -1.985 -5.636 -0.062  0.035
Br -1.919 4.472 5.596  0.040
Br -10.752 -3.913 -2.155  0.003
Br 2.143 6.415 0.957  -0.015
Br -9.773 -0.904 -2.462  -0.009
Br 2.601 5.472 -4.096  -0.002
Br 4.000 2.749 -3.239  -0.033
Br 2.194 1.488 6.334  -0.013
Br 0.834 -6.347 -1.336  -0.013
Br 1.369 3.706 -1.750  -0.034
Br -5.673 -6.216 -0.834  0.022
Br 2.615 6.823 9.903  -0.025
Br 0.522 -3.792 0.551  -0.031
Br 4.100 3.915 0.837  0.043
Br -0.312 -0.574 1.347  0.066
Br 1.099 3.566 1.908  0.021
S -2.386 -1.192 -3.676  0.010
Si 2.080 -1.445 -3.101  0.315
N -0.628 -1.947 -1.995  0.656
C 2.630 4.736 1.756  -0.219
C -0.082 -5.593 0.172  -0.385
C -2.018 4.981 7.450  -0.323
C -6.508 -10.094 -2.891  -0.315
C 2.327 3.271 5.630  0.349
C -0.707 -1.667 -4.300  -0.626
C 0.164 -1.344 -3.099  -0.175
C 2.678 -0.565 -4.629  -1.006
C 2.562 -0.557 -1.527  -0.495
C 7.287 6.321 -1.291  -0.319
C 4.350 7.230 9.179  -0.327
C -5.487 -5.739 -2.686  0.102
C 2.740 -3.191 -3.031  -0.833
C 2.978 4.271 -2.650  0.233
C -10.191 -2.541 -3.381  -0.093
C -1.911 -1.822 -2.159  -0.339
C 0.164 0.343 2.986  -0.317
H 2.420 -3.794 -3.887  0.324
H 3.834 -3.133 -3.017  0.324
H 1.719 3.298 4.735  -0.300
H -2.613 -2.144 -1.393  0.562
H -6.228 -10.462 -1.914  0.395
H 4.950 7.624 9.986  0.338
H 3.584 4.806 -1.928  -0.201
H 2.149 -0.902 -5.528  0.357
H 2.437 0.526 -1.630  0.006
H -9.279 -2.881 -3.851  0.068
H 3.738 -0.796 -4.783  0.325
H 2.565 0.521 -4.555  0.250
H -0.227 -2.385 -1.162  -0.401
H 0.172 -6.180 1.045  0.407
H -0.800 -2.748 -4.453  0.320
H -0.409 -1.172 -5.223  0.479
H 3.579 -0.799 -1.212  0.381
H -1.159 5.607 7.650  0.255
H -0.004 -0.261 -2.914  0.279
H 7.761 7.163 -1.776  0.351
H 2.420 -3.702 -2.116  0.150
H 2.968 4.950 2.761  0.187
H 1.872 -0.871 -0.731  0.048
H 1.077 0.883 2.772  0.227
H -5.198 -6.634 -3.221  -0.070



2.
ORCA calculation (ωB97M-V/def2-TZVPD) on an isolated molecule of C17H25ClN2O3 at a distorted geometry.

Energy above the lowest of the compared OMol25 structures with the same formula, charge and spin   27.8 kcal per mole
SMILES   CC(C)CN(Cc1cc(Cl)c2c(c1)OCCCO2)C(=O)CCN
M   340.85 g/mol
Total charge   0
Electronic energy   -1458.18704 Ha

Last column: natural (NBO) charge in e.
Element x y z (Å)
Cl 2.363 1.972 -2.202  0.029
O 4.066 1.020 0.041  -0.499
O -3.729 -0.649 -1.421  -0.633
O 3.015 -0.138 2.588  -0.500
N -2.132 -0.265 0.151  -0.456
N -4.515 3.364 -2.325  -0.860
C 2.747 0.914 0.370  0.211
C -3.316 1.672 -1.110  -0.503
C -0.500 -3.723 0.074  -0.605
C 1.869 1.351 -0.663  -0.065
C -1.498 0.662 1.042  -0.219
C -0.023 0.820 0.763  -0.038
C 2.251 0.406 1.578  0.237
C -0.827 -2.224 -1.905  -0.602
C 0.883 0.417 1.751  -0.236
C -3.071 0.178 -0.803  0.702
C 5.403 0.133 1.892  -0.455
C 4.222 -0.802 2.238  -0.067
C -1.893 -1.700 0.345  -0.215
C 4.960 1.351 1.111  -0.068
C -4.376 1.878 -2.165  -0.208
C -0.668 -2.299 -0.386  -0.220
C 0.505 1.294 -0.453  -0.194
H -1.916 1.657 0.992  0.222
H -5.295 1.408 -1.844  0.181
H -0.424 -3.736 1.143  0.204
H -3.653 2.187 -0.202  0.213
H -1.311 -4.390 -0.319  0.206
H 0.454 -4.080 -0.294  0.211
H 4.481 2.106 1.780  0.179
H -1.788 -1.897 1.410  0.189
H 0.070 -2.718 -2.371  0.203
H -0.879 -1.183 -2.220  0.211
H 4.549 -1.434 3.087  0.200
H 0.252 -1.744 -0.128  0.200
H -1.711 -2.715 -2.221  0.211
H 5.902 0.449 2.818  0.214
H -2.378 2.102 -1.469  0.230
H -4.808 3.811 -1.462  0.354
H 4.042 -1.528 1.428  0.180
H -0.075 1.616 -1.293  0.217
H 0.430 0.049 2.682  0.222
H -5.130 3.651 -3.103  0.368
H -4.132 1.363 -3.098  0.208
H -2.740 -2.292 0.056  0.230
H 5.828 1.862 0.752  0.201
H -1.659 0.263 2.065  0.197
H 6.153 -0.438 1.300  0.216



3.
ORCA calculation (ωB97M-V/def2-TZVPD) on an isolated molecule of C17H25ClN4O at a distorted geometry.

SMILES   CC(C)C[C@@H](CC(=O)NC(C)C)n1c(N)nc2cc(Cl)ccc21
M   336.87 g/mol
Total charge   0
Electronic energy   -1417.23230 Ha

Last column: natural (NBO) charge in e.
Element x y z (Å)
Cl 2.337 4.417 -4.241  -0.040
O 0.337 -1.344 2.971  -0.677
N 0.797 2.009 2.599  -0.796
N 0.241 1.352 0.349  -0.433
N 2.361 -1.444 2.007  -0.592
N 1.278 3.384 0.783  -0.515
C -0.537 0.088 0.639  -0.025
C 0.797 1.759 -0.874  0.166
C 1.400 3.061 -0.544  0.114
C 4.316 -2.439 3.248  -0.601
C 3.153 -1.313 3.248  -0.051
C -1.668 -0.191 -0.438  -0.394
C 2.034 3.751 -1.596  -0.249
C 0.709 2.313 1.288  0.568
C -2.730 0.865 -0.499  -0.225
C -3.524 0.613 -1.771  -0.608
C 3.815 0.005 3.375  -0.624
C 0.413 -1.147 0.559  -0.493
C 1.874 3.360 -2.872  -0.011
C 1.287 2.181 -3.178  -0.260
C 1.023 -1.451 1.921  0.673
C 0.849 1.247 -2.230  -0.274
C -3.546 0.913 0.789  -0.626
H 1.419 1.764 -4.214  0.224
H -4.105 -0.282 -1.794  0.206
H -2.192 1.863 -0.667  0.206
H 4.935 -2.434 2.333  0.196
H 1.222 -0.954 -0.173  0.220
H 4.288 0.356 2.418  0.210
H 0.530 0.309 -2.635  0.222
H -2.950 0.889 1.720  0.205
H 3.050 0.809 3.675  0.231
H -1.024 0.210 1.614  0.234
H -4.244 1.438 -1.644  0.215
H 2.895 -1.474 1.169  0.390
H 0.098 1.309 2.786  0.392
H 4.993 -2.254 4.031  0.209
H -4.119 -0.017 0.939  0.206
H -2.824 0.761 -2.625  0.214
H -2.191 -1.155 -0.237  0.213
H 2.525 -1.497 4.120  0.232
H 2.539 4.662 -1.349  0.233
H -4.254 1.761 0.977  0.222
H -1.289 -0.159 -1.445  0.214
H 0.800 2.902 3.236  0.417
H 4.638 -0.060 4.148  0.215
H -0.185 -1.990 0.195  0.237
H 3.827 -3.345 3.290  0.209



4.
ORCA calculation (ωB97M-V/def2-TZVPD) on the ion C17H25ClNO2S with charge +1.

Energy above the lowest of the compared OMol25 structures with the same formula, charge and spin   1.8 kcal per mole
SMILES   CCOC(=O)[C@H]1CC[N@H+](CCCSc2ccc(Cl)cc2)CC1
M   342.91 g/mol
Total charge   +1
Electronic energy   -1726.21364 Ha

Last column: natural (NBO) charge in e.
Element x y z (Å)
Cl -5.876 -2.693 -0.351  0.040
S -1.136 1.211 0.840  0.189
O 1.440 -2.650 0.182  -0.469
O 0.650 -0.756 -0.715  -0.655
N 1.730 1.637 -0.432  -0.493
C -3.489 -0.043 1.416  -0.143
C 2.671 -0.694 0.608  -0.317
C -1.233 2.402 -0.564  -0.511
C 1.469 -1.367 -0.050  0.833
C 3.574 -0.041 -0.445  -0.418
C 2.835 1.051 -1.228  -0.220
C -0.087 3.402 -0.486  -0.435
C 0.336 -3.426 -0.318  -0.082
C 2.207 0.377 1.615  -0.420
C -2.524 -0.581 -0.727  -0.214
C 2.148 1.768 0.977  -0.229
C -0.781 -3.490 0.711  -0.636
C -3.574 -1.442 -0.982  -0.218
C -4.534 -0.912 1.167  -0.236
C -2.491 0.123 0.467  -0.212
C -4.575 -1.607 -0.034  -0.032
C 1.235 2.885 -1.052  -0.210
H 2.404 0.638 -2.142  0.235
H 3.532 1.846 -1.503  0.228
H 4.437 0.378 0.073  0.228
H -2.189 2.915 -0.469  0.245
H 0.029 3.733 0.547  0.222
H -0.411 -3.913 1.642  0.222
H 2.003 3.654 -0.938  0.226
H 3.226 -1.477 1.126  0.260
H -1.728 -0.473 -1.447  0.230
H 3.948 -0.792 -1.142  0.247
H 1.425 2.378 1.515  0.242
H 1.222 0.115 2.001  0.241
H 0.963 0.906 -0.447  0.542
H -1.582 -4.117 0.334  0.235
H 3.119 2.267 1.003  0.221
H -1.180 -2.497 0.906  0.217
H -3.614 -1.991 -1.909  0.235
H -0.353 4.282 -1.074  0.252
H 2.895 0.406 2.459  0.247
H -5.314 -1.048 1.898  0.240
H -3.444 0.505 2.345  0.227
H -1.219 1.841 -1.498  0.214
H 1.104 2.683 -2.118  0.224
H 0.752 -4.416 -0.510  0.209
H -0.019 -2.979 -1.251  0.200